(1)
Below is a 2-piece molecular cluster, C4H10NO3 overall at a distorted geometry, with properties calculated with the ωB97M-V functional and the def2-TZVPD basis.

orbital gap = 6.828 eV
HOMO energy = -3.093 eV
net charge = -1
energy relative to the best compared isomer or geometry (same formula, charge and spin) = 3.020 eV

Bonds (Å) are listed after each position.
Geometry (Å):
1 O 1.5670 1.1921 1.9082  C5 1.275
2 O 0.9439 2.8292 -1.6479  H9 0.971, H15 1.020
3 O -1.3583 -1.6495 -1.9150  C8 1.222
4 N -0.9877 0.0496 -0.4258  C7 1.478, C8 1.378, H18 1.002
5 C 1.1839 0.5692 0.8641  O1 1.275, C7 1.616, H14 1.161, H16 1.132
6 C -0.6773 -2.2464 0.3364  C8 1.543, H10 1.128, H11 1.079, H13 1.131
7 C -0.4318 0.5491 0.8488  N4 1.478, C5 1.616, H12 1.111, H17 1.070
8 C -0.9614 -1.2697 -0.8238  O3 1.222, N4 1.378, C6 1.543
9 H 1.5451 2.5712 -2.3660  O2 0.971
10 H -0.9877 -3.3149 0.1519  C6 1.128
11 H 0.3825 -2.2255 0.5409  C6 1.079
12 H -0.6225 1.6296 1.0222  C7 1.111
13 H -1.3233 -2.1834 1.2629  C6 1.131
14 H 1.4499 1.1429 -0.1097  C5 1.161
15 H 1.0446 2.0253 -1.0279  O2 1.020
16 H 1.5540 -0.4799 0.6557  C5 1.132
17 H -0.8393 0.1169 1.7383  C7 1.070
18 H -1.4815 0.6943 -1.0132  N4 1.002

---

(2)
Below is a 2-piece molecular cluster, C4H10NO3 overall at a distorted geometry, with properties calculated with the ωB97M-V functional and the def2-TZVPD basis.

orbital gap = 6.892 eV
HOMO energy = -3.227 eV
net charge = -1
energy relative to the best compared isomer or geometry (same formula, charge and spin) = 4.785 eV

Bonds (Å) are listed after each position.
Geometry (Å):
1 O 0.9602 2.5158 1.6214  C6 1.255
2 O -2.4406 -0.3292 0.7858  H14 1.064, H18 0.889
3 O 0.5272 -0.3237 -3.6435  C8 1.210
4 N -0.1503 0.7076 0.7005  C6 1.594, C7 1.474, H17 0.964
5 C -0.2085 -0.6653 -1.4609  C7 1.676, C8 1.457, H10 1.114, H11 1.128
6 C 0.6773 1.3287 1.9126  O1 1.255, N4 1.594, H9 1.057, H13 1.331
7 C 0.4872 -0.4514 0.0492  N4 1.474, C5 1.676, H12 1.101, H16 1.047
8 C 0.7824 -0.7175 -2.5280  O3 1.210, C5 1.457, H15 1.176
9 H 0.1232 1.1571 2.7956  C6 1.057
10 H -1.0190 0.0960 -1.5331  C5 1.114
11 H -0.7168 -1.6519 -1.2594  C5 1.128
12 H 0.4601 -1.4409 0.5315  C7 1.101
13 H 1.6843 0.4667 2.0281  C6 1.331
14 H -1.5186 0.1489 1.0174  O2 1.064
15 H 1.9352 -0.8615 -2.3432  C8 1.176
16 H 1.5141 -0.2592 -0.0192  C7 1.047
17 H -0.4964 1.2988 0.0225  N4 0.964
18 H -2.6011 -1.0193 1.3227  O2 0.889

---

(3)
Below is a 2-piece molecular cluster, C4H10NO3 overall at a distorted geometry, with properties calculated with the ωB97M-V functional and the def2-TZVPD basis.

orbital gap = 7.744 eV
HOMO energy = -3.718 eV
net charge = -1
energy relative to the best compared isomer or geometry (same formula, charge and spin) = 5.713 eV

Bonds (Å) are listed after each position.
Geometry (Å):
1 O 0.5960 -0.9030 -0.9195  C6 1.402, C8 1.432
2 O -0.0352 1.3590 -0.2017  C8 1.315
3 O -1.2198 0.9031 2.0061  N4 1.395, H15 1.105
4 N -1.3160 -0.4305 2.4041  O3 1.395, C7 1.469, H9 1.092
5 C -0.5225 0.8227 -2.3992  C8 1.580, H12 1.133, H13 1.122, H18 1.154
6 C 1.6752 -0.1250 -1.3618  O1 1.402, C8 1.492, H10 1.073, H11 1.042
7 C 0.0169 -1.0431 2.4867  N4 1.469, H14 1.127, H16 1.167, H17 1.167
8 C 0.3387 0.4917 -1.1171  O1 1.432, O2 1.315, C5 1.580, C6 1.492
9 H -1.8545 -0.9376 1.6011  N4 1.092
10 H 2.0418 -0.3712 -2.3401  C6 1.073
11 H 2.4764 -0.0933 -0.6962  C6 1.042
12 H 0.2194 1.0997 -3.2091  C5 1.133
13 H -1.1917 1.6977 -2.1868  C5 1.122
14 H 0.4962 -0.8399 1.4869  C7 1.127
15 H -0.9201 1.0844 0.9582  O3 1.105
16 H -0.1906 -2.1677 2.7198  C7 1.167
17 H 0.5600 -0.4262 3.3155  C7 1.167
18 H -1.1703 -0.1209 -2.5469  C5 1.154

---

(4)
Below is a 2-piece molecular cluster, C4H10NO3 overall at a distorted geometry, with properties calculated with the ωB97M-V functional and the def2-TZVPD basis.

orbital gap = 7.542 eV
HOMO energy = -11.547 eV
net charge = +1
energy relative to the best compared isomer or geometry (same formula, charge and spin) = 4.582 eV

Bonds (Å) are listed after each position.
Geometry (Å):
1 O -0.6654 -1.6442 -0.2743  C6 1.415, H11 0.961
2 O 1.7281 0.8737 1.8091  C5 1.122
3 O 0.3012 -0.1148 -1.5882  C6 1.327, H10 0.989
4 N -1.6271 0.5598 -0.3473  C6 1.666, C8 1.540, H14 1.075, H17 0.967
5 C 1.9587 -0.1519 1.4179  O2 1.122, C7 1.395
6 C -0.2066 -0.3093 -0.3777  O1 1.415, O3 1.327, N4 1.666
7 C 2.3254 -1.4196 0.9651  C5 1.395, H9 1.049, H12 1.150, H16 1.137
8 C -1.4576 2.0632 -0.0586  N4 1.540, H13 1.068, H15 1.053, H18 1.091
9 H 3.1717 -1.7577 1.4839  C7 1.049
10 H -0.2924 -0.4604 -2.2996  O3 0.989
11 H -0.6316 -1.9546 -1.1828  O1 0.961
12 H 2.3713 -1.5747 -0.1730  C7 1.150
13 H -2.3822 2.5748 -0.2137  C8 1.068
14 H -2.3042 0.1856 0.3986  N4 1.075
15 H -0.6616 2.3261 -0.6959  C8 1.053
16 H 1.4644 -2.0079 1.4195  C7 1.137
17 H -1.9238 0.6055 -1.2667  N4 0.967
18 H -1.1683 2.2065 0.9837  C8 1.091

---

(5)
Below is an isolated ion of composition C4H10NO3 and charge +1 at a distorted geometry, with properties calculated with the ωB97M-V functional and the def2-TZVPD basis.

orbital gap = 11.736 eV
SMILES = [NH3+][C@H](CCO)C(=O)O
HOMO energy = -15.071 eV
net charge = +1
energy relative to the best compared isomer or geometry (same formula, charge and spin) = 0.062 eV

Bonds (Å) are listed after each position.
Geometry (Å):
1 O 1.2412 0.1368 2.3476  C7 1.357, H11 0.972
2 O 1.3652 2.2108 1.4791  C7 1.180
3 O -1.1563 -1.3193 -1.5907  C8 1.437, H16 0.964
4 N -1.0080 -0.3964 0.9794  C6 1.514, H9 1.017, H17 1.019, H18 1.048
5 C 0.7282 -0.1113 -0.7922  C6 1.551, C8 1.509, H10 1.072, H12 1.091
6 C 0.0090 0.5658 0.4029  N4 1.514, C5 1.551, C7 1.504, H13 1.082
7 C 0.9372 1.1112 1.4533  O1 1.357, O2 1.180, C6 1.504
8 C -0.1976 -0.3162 -1.9663  O3 1.437, C5 1.509, H14 1.084, H15 1.094
9 H -1.7424 0.0560 1.5178  N4 1.017
10 H 1.1745 -0.9749 -0.3402  C5 1.072
11 H 1.7699 0.5367 3.0578  O1 0.972
12 H 1.5130 0.6000 -1.0528  C5 1.091
13 H -0.5739 1.3995 0.0343  C6 1.082
14 H 0.4025 -0.7150 -2.7765  C8 1.084
15 H -0.6889 0.6295 -2.2161  C8 1.094
16 H -1.8840 -1.4275 -2.2131  O3 0.964
17 H -0.4877 -1.0816 1.5246  N4 1.019
18 H -1.4019 -0.9043 0.1513  N4 1.048

---

(6)
Below is the molecule C4H10NO3P at a distorted geometry, with properties calculated with the ωB97M-V functional and the def2-TZVPD basis.

orbital gap = 8.643 eV
SMILES = C=PN[C@H](CO)C(O)O
HOMO energy = -8.232 eV
energy relative to the best compared isomer or geometry (same formula, charge and spin) = 3.304 eV

Bonds (Å) are listed after each position.
Geometry (Å):
1 P 0.1504 1.7029 1.8279  N5 1.736, C7 1.782
2 O -0.1405 2.0827 -1.4299  C6 1.404, H15 0.927
3 O -0.1079 -2.0940 -0.4541  C8 1.377, H13 1.043
4 O 1.8535 -1.8374 -1.6458  C8 1.423, H18 1.000
5 N 0.2531 0.2641 0.8614  P1 1.736, C9 1.406, H14 1.032
6 C 0.0045 0.6878 -1.4956  O2 1.404, C9 1.480, H12 1.134, H19 1.118
7 C -0.9724 1.2875 3.1472  P1 1.782, H11 1.129, H17 1.079
8 C 1.0741 -1.3934 -0.5406  O3 1.377, O4 1.423, C9 1.595, H16 1.160
9 C 0.8638 0.1815 -0.4024  N5 1.406, C6 1.480, C8 1.595, H10 1.035
10 H 1.7567 0.7039 -0.4335  C9 1.035
11 H -1.2403 1.9692 4.0059  C7 1.129
12 H -0.9789 0.2009 -1.2084  C6 1.134
13 H -0.2427 -2.7191 -1.2787  O3 1.043
14 H -0.6130 -0.2841 0.7379  N5 1.032
15 H -1.0422 2.2441 -1.2899  O2 0.927
16 H 1.7748 -1.6213 0.3554  C8 1.160
17 H -1.5598 0.4082 2.9329  C7 1.079
18 H 1.4980 -1.4293 -2.4869  O4 1.000
19 H 0.3742 0.4258 -2.5180  C6 1.118

---

Number 1: DFT total energy -11942.377 eV. Number 2: DFT total energy -11940.612 eV. Number 3: DFT total energy -11939.683 eV. Number 4: DFT total energy -11932.030 eV. Number 5: DFT total energy -11936.549 eV. Number 6: DFT total energy -21229.027 eV.